Record 1
Entry from OMol25: a molecular structure, C22H48GaN3O5P (ωB97M-V/def2-TZVPD).

The geometry in ORCA input format:
```
! RIJCOSX wB97M-V def2-TZVPD def2/J DEFGRID3
* xyz -1 3
C 0.567 -1.700 -1.223
N 1.114 -2.308 -2.427
C 2.578 -2.315 -2.439
C 0.576 -1.772 -3.651
O 0.548 -2.472 -4.588
C 0.087 -0.393 -3.702
Ga 0.825 0.742 -5.255
P 3.028 0.239 -5.934
O 3.154 -1.351 -6.495
O 4.007 0.401 -4.569
H 0.650 -2.382 -0.390
H 1.057 -0.761 -0.957
H -0.473 -1.478 -1.386
H 2.995 -1.818 -3.304
H 2.992 -1.828 -1.563
H 2.929 -3.338 -2.414
H 0.248 0.164 -2.787
H -0.985 -0.444 -3.841
H 0.868 2.258 -4.715
H -0.078 0.709 -6.579
H 3.230 -1.267 -7.448
H 4.917 0.553 -4.841
C 3.094 1.621 0.101
C 2.835 2.803 -0.863
C 3.493 4.070 -0.314
C 2.756 4.671 0.884
C 1.275 4.876 0.564
C 0.593 3.612 0.039
N 1.372 2.998 -1.069
O 1.174 3.667 -2.142
C 0.395 2.606 1.191
C -0.817 3.955 -0.431
C 3.513 2.399 -2.171
H 2.324 0.856 -0.001
H 4.046 1.141 -0.125
H 3.148 1.919 1.149
H 3.542 4.825 -1.106
H 4.526 3.847 -0.037
H 2.871 4.033 1.766
H 3.208 5.631 1.145
H 0.749 5.228 1.456
H 1.187 5.673 -0.180
H 0.018 1.655 0.812
H -0.338 2.992 1.901
H 1.297 2.411 1.766
H -0.823 4.743 -1.182
H -1.410 4.306 0.414
H -1.313 3.079 -0.851
H 3.054 1.508 -2.596
H 4.567 2.181 -1.996
H 3.479 3.185 -2.924
C -2.166 -1.986 4.774
C -2.714 -1.449 3.430
C -4.241 -1.373 3.485
C -4.924 -2.738 3.400
C -4.424 -3.519 2.185
C -2.901 -3.631 2.125
N -2.251 -2.300 2.297
O -2.337 -1.642 1.204
C -2.408 -4.623 3.198
C -2.489 -4.251 0.793
C -2.150 -0.038 3.295
H -1.189 -2.453 4.641
H -2.033 -1.175 5.489
H -2.828 -2.705 5.254
H -4.603 -0.754 2.658
H -4.543 -0.866 4.405
H -4.757 -3.310 4.318
H -6.004 -2.599 3.324
H -4.860 -4.520 2.184
H -4.788 -3.024 1.279
H -1.319 -4.627 3.249
H -2.730 -5.633 2.945
H -2.797 -4.425 4.194
H -2.873 -3.696 -0.061
H -2.884 -5.265 0.723
H -1.404 -4.306 0.703
H -1.061 -0.054 3.232
H -2.431 0.553 4.167
H -2.536 0.481 2.419
*
```

The value obtained for the frontier orbital gap (spin up / spin down) is 5.25 / 5.11 eV. For the total energy, the calculation gives -3673.5527 Eh. Its LUMO energy (spin up / spin down) is 2.08 / 1.94 eV. Its HOMO energy (spin up / spin down) is -3.169 / -3.169 eV.



Record 2
Entry from OMol25: a molecular structure, C22H48KN7 (ωB97M-V/def2-TZVPD).

The geometry in ORCA input format:
```
! RIJCOSX wB97M-V def2-TZVPD def2/J DEFGRID3
* xyz 0 1
K -0.409 0.171 0.383
N -1.388 -2.260 1.507
C -2.014 -2.049 2.822
C -3.275 -1.210 2.707
N -3.071 0.143 2.179
C -4.313 0.655 1.597
C -4.657 0.057 0.242
N -3.803 0.559 -0.838
C -2.588 1.015 3.249
C -2.139 2.403 2.813
N -1.104 2.333 1.776
H -1.984 -2.843 0.929
H -0.506 -2.753 1.605
H -1.287 -1.560 3.469
H -2.289 -2.982 3.323
H -3.764 -1.173 3.694
H -3.968 -1.741 2.053
H -4.213 1.731 1.448
H -5.155 0.501 2.294
H -5.709 0.269 0.039
H -4.578 -1.031 0.283
H -4.356 1.066 -1.516
H -3.350 -0.206 -1.333
H -1.737 0.519 3.727
H -3.357 1.135 4.033
H -1.818 2.926 3.718
H -2.978 2.972 2.413
H -0.272 1.891 2.153
H -0.817 3.260 1.487
N -1.798 -1.475 -2.355
C -1.891 -1.093 -3.779
C -1.959 0.422 -3.910
C -0.620 1.128 -3.655
C -0.779 2.517 -3.054
N -1.077 2.436 -1.614
H -0.989 -1.030 -1.938
H -1.643 -2.472 -2.260
H -2.796 -1.546 -4.183
H -1.049 -1.469 -4.369
H -2.714 0.788 -3.208
H -2.322 0.684 -4.906
H -0.057 1.186 -4.590
H 0.010 0.553 -2.969
H -1.538 3.073 -3.619
H 0.157 3.064 -3.161
H -2.015 2.094 -1.421
H -1.013 3.356 -1.197
C 2.330 -0.999 -3.939
C 3.025 -0.797 -2.614
C 4.425 -0.772 -2.554
C 5.043 -0.600 -1.323
C 6.550 -0.611 -1.226
C 4.292 -0.439 -0.157
C 2.871 -0.440 -0.160
C 2.294 -0.636 -1.461
N 2.012 -0.293 0.876
C 2.489 -0.277 2.254
C 3.161 -1.601 2.653
C 3.394 0.916 2.622
C 1.228 -0.133 3.137
H 2.819 -1.782 -4.521
H 2.348 -0.085 -4.540
H 1.286 -1.284 -3.801
H 5.016 -0.906 -3.455
H 7.010 -0.577 -2.215
H 6.903 -1.514 -0.723
H 6.915 0.244 -0.653
H 4.838 -0.317 0.768
H 1.210 -0.680 -1.518
H 3.971 -1.864 1.974
H 2.423 -2.409 2.613
H 3.562 -1.555 3.672
H 4.408 0.830 2.235
H 3.465 1.024 3.710
H 2.958 1.832 2.212
H 0.397 -0.667 2.662
H 0.954 0.921 3.270
H 1.393 -0.549 4.135
*
```

The value obtained for the frontier orbital gap is 5.49 eV. For the total energy, the calculation gives -1850.2948 Eh. Its LUMO energy is 0.09 eV. Its HOMO energy is -5.403 eV.